This record from OMol25 describes a single C7H11NO2S2 molecule in a non-equilibrium geometry. The level of theory is wB97M-V/def2-TZVPD.

The geometry in XYZ format:
```
23
Properties=species:S:1:pos:R:3:forces:R:3
C -2.392057 -0.726646 -1.379473 -0.4 -1.4 -0.8
C -2.697428 -0.290977 -0.179480 -1.6 2.1 0.0
C -4.104208 0.262688 0.056119 0.7 -0.4 0.9
C -0.390075 -0.761515 0.240673 -1.0 1.6 0.5
C 1.975959 -0.925864 -0.179455 2.5 -0.8 1.6
C 0.955230 1.295406 -0.505519 -1.4 0.4 -2.3
C 0.914674 0.032251 0.304941 0.0 -0.2 -1.5
N -1.590529 0.046633 0.581241 0.4 0.1 1.9
O -5.074045 -0.093216 -0.553259 0.8 0.5 0.5
O -4.216187 1.109064 1.166762 -2.4 -2.4 -1.0
S -0.735403 -1.158512 -1.539750 0.3 -0.4 0.0
S -0.175790 -2.269341 1.289066 -0.9 0.0 0.5
H -3.139189 -0.938965 -2.117034 0.0 -0.1 -0.4
H 2.403664 -1.472449 0.786544 -0.8 0.7 -2.5
H 2.813883 -0.345069 -0.631653 -0.5 -0.6 0.4
H 1.625407 -1.629389 -0.949581 0.2 0.0 0.5
H 0.307923 1.076199 -1.452751 0.9 1.2 1.6
H 1.965623 1.400864 -0.897391 0.0 0.4 0.2
H 0.672279 2.221459 0.057462 -0.1 -0.9 -0.7
H 1.205906 0.378965 1.246131 -0.1 -0.2 2.2
H -3.583127 1.770125 1.250707 2.2 1.6 -0.1
H -1.801870 0.327045 1.564735 0.7 -0.8 -1.1
H -0.878616 -1.712770 2.311719 0.3 -0.4 -0.3
```
Positions in Å, forces in eV/Å.

## Properties
HOMO level	-8.04	eV
gap between HOMO and LUMO	8.327	eV
calculated total energy	-1274.887413	hartree
F_max	3.53	eV Å⁻¹
energy above the lowest of the compared OMol25 structures with the same formula, charge and spin	194.1	kJ/mol
2S+1	1